[1]
{
  "formula": "C30H34N4O6",
  "method": "ωB97M-V/def2-TZVPD",
  "symbols": ["C", "O", "C", "C", "C", "C", "O", "C", "C", "C", "O", "N", "C", "C", "C", "N", "O", "C", "C", "C", "C", "N", "C", "C", "C", "C", "C", "C", "C", "C", "C", "C", "C", "C", "C", "N", "O", "O", "C", "C", "H", "H", "H", "H", "H", "H", "H", "H", "H", "H", "H", "H", "H", "H", "H", "H", "H", "H", "H", "H", "H", "H", "H", "H", "H", "H", "H", "H", "H", "H", "H", "H", "H", "H"],
  "positions_angstrom": [[-9.2567, -0.6512, -1.6137], [-8.7551, -1.7355, -0.8685], [-7.4665, -1.6714, -0.4313], [-6.9999, -2.7711, 0.2860], [-5.7044, -2.8065, 0.7596], [-4.8343, -1.7404, 0.5504], [-3.5305, -1.7372, 0.9663], [-3.0613, -2.7963, 1.7649], [-5.3015, -0.6206, -0.1523], [-4.4869, 0.5952, -0.4578], [-4.7382, 1.3095, -1.4139], [-3.4972, 0.8752, 0.4142], [-2.6089, 1.9941, 0.2460], [-2.4990, 2.7477, 1.5898], [-1.6907, 1.8930, 2.5499], [-0.5174, 2.4290, 2.9460], [-2.0577, 0.7976, 2.9230], [-1.2333, 1.5578, -0.2195], [-0.9654, 0.2367, -0.5898], [0.2952, -0.1596, -0.9610], [1.3867, 0.7314, -0.9821], [2.6518, 0.2726, -1.1889], [2.9494, -0.7541, -2.1607], [3.7431, -1.8994, -1.5370], [5.0339, -1.3459, -0.9348], [5.8673, -2.4585, -0.2805], [7.2052, -1.9474, 0.1727], [7.4495, -1.6594, 1.5089], [8.6758, -1.1596, 1.9114], [9.6753, -0.9388, 0.9801], [9.4428, -1.2237, -0.3549], [8.2169, -1.7241, -0.7536], [4.6645, -0.2590, 0.0717], [3.8223, 0.8466, -0.5732], [1.0848, 2.0786, -0.6857], [2.0086, 3.1433, -0.8881], [1.8806, 4.1411, -0.1948], [2.8420, 3.0330, -1.7710], [-0.1982, 2.4632, -0.2911], [-6.6026, -0.6083, -0.6455], [-10.2814, -0.9180, -1.8675], [-9.2570, 0.2728, -1.0270], [-8.6828, -0.4962, -2.5324], [-7.6682, -3.5998, 0.4569], [-5.3762, -3.6821, 1.2964], [-3.6638, -2.9134, 2.6701], [-3.0401, -3.7410, 1.2117], [-2.0476, -2.5144, 2.0457], [-3.3025, 0.2704, 1.2018], [-3.0631, 2.6449, -0.5135], [-3.5038, 2.8792, 1.9940], [-2.0436, 3.7258, 1.4511], [-0.1678, 3.2989, 2.5859], [0.0791, 1.8903, 3.5528], [-1.7616, -0.4907, -0.5597], [0.4651, -1.1986, -1.1957], [2.0255, -1.1146, -2.6111], [3.5544, -0.2973, -2.9573], [3.9650, -2.6456, -2.3015], [3.1485, -2.3769, -0.7551], [5.6294, -0.8932, -1.7354], [6.0122, -3.2590, -1.0100], [5.3165, -2.8685, 0.5684], [6.6740, -1.8318, 2.2420], [8.8512, -0.9422, 2.9550], [10.6325, -0.5489, 1.2930], [10.2199, -1.0571, -1.0866], [8.0424, -1.9500, -1.7963], [4.0927, -0.7073, 0.8882], [5.5666, 0.1871, 0.4922], [3.5181, 1.5439, 0.2099], [4.4186, 1.3994, -1.3114], [-0.3569, 3.5125, -0.0919], [-6.8969, 0.2679, -1.2011]],
  "forces_ev_per_a": [[-0.076, 0.144, -0.102], [0.107, -0.223, 0.155], [0.214, -0.079, 0.133], [-0.138, 0.222, -0.174], [0.168, -0.034, 0.094], [-0.165, 0.181, -0.173], [-0.210, 0.175, -0.175], [0.116, -0.176, 0.176], [-0.019, -0.405, 0.094], [0.177, 0.101, 0.135], [-0.133, 0.066, -0.236], [0.181, 0.060, 0.245], [-0.181, 0.344, -0.118], [-0.091, -0.261, -0.108], [0.066, 0.653, -0.028], [0.338, 0.105, 0.287], [-0.241, -0.515, 0.055], [0.100, -0.071, -0.223], [0.014, 0.224, -0.023], [0.113, 0.100, -0.064], [-0.293, 0.418, 0.178], [0.209, -0.119, -0.060], [-0.061, -0.334, -0.076], [0.154, 0.294, -0.222], [-0.262, -0.292, 0.339], [0.022, 0.274, -0.225], [-0.032, -0.161, 0.070], [0.000, -0.031, -0.028], [0.056, 0.052, 0.087], [0.086, 0.041, 0.053], [0.066, 0.035, -0.067], [-0.017, -0.001, 0.027], [0.072, 0.203, -0.302], [0.307, -0.056, 0.309], [-0.957, -1.023, 0.110], [0.583, 0.636, -0.248], [0.132, 0.127, 0.073], [-0.104, 0.142, -0.026], [0.056, -0.103, -0.102], [-0.178, -0.040, -0.030], [0.069, 0.070, -0.009], [0.012, -0.021, -0.027], [-0.011, 0.009, 0.031], [-0.075, -0.109, 0.025], [0.059, -0.069, 0.043], [0.010, -0.002, -0.031], [-0.030, 0.046, 0.018], [-0.056, -0.078, 0.019], [-0.116, -0.053, -0.103], [0.088, -0.105, 0.231], [0.064, 0.049, 0.014], [0.011, 0.038, -0.010], [-0.062, -0.039, -0.034], [-0.046, -0.026, -0.043], [-0.069, -0.099, 0.019], [0.075, -0.111, 0.023], [0.059, 0.073, -0.022], [-0.057, -0.064, -0.067], [0.014, -0.074, -0.027], [-0.050, -0.055, 0.045], [0.014, 0.010, -0.047], [-0.037, -0.072, 0.031], [-0.045, -0.059, 0.000], [-0.093, -0.029, 0.063], [0.017, 0.017, 0.081], [0.077, 0.028, 0.025], [0.063, 0.009, -0.057], [-0.025, -0.033, -0.123], [-0.007, -0.042, 0.087], [0.012, 0.025, 0.061], [0.025, 0.002, -0.115], [-0.024, -0.023, 0.118], [-0.016, 0.056, 0.034], [-0.034, 0.056, -0.063]],
  "relative_energy_ev": 2.110,
  "energy_ev": -49905.710,
  "homo_lumo_gap_ev": 7.8
}

***

[2]
{
  "formula": "C30H35Br2N6O2",
  "method": "ωB97M-V/def2-TZVPD",
  "symbols": ["C", "C", "Br", "C", "Br", "N", "O", "C", "O", "C", "C", "C", "C", "C", "C", "H", "H", "H", "H", "H", "H", "H", "H", "H", "H", "N", "C", "C", "C", "C", "H", "H", "H", "H", "H", "N", "C", "C", "C", "C", "H", "H", "H", "H", "H", "N", "C", "C", "C", "C", "H", "H", "H", "H", "H", "N", "C", "C", "C", "C", "H", "H", "H", "H", "H", "N", "C", "C", "C", "C", "H", "H", "H", "H", "H"],
  "positions_angstrom": [[-7.5401, 3.0713, -4.5221], [-6.2675, 3.4880, -5.1778], [-5.7112, 2.4964, -6.6811], [-5.5186, 4.5074, -4.7522], [-5.9047, 5.5877, -3.3052], [-4.2655, 4.8257, -5.4413], [-3.2252, 5.1021, -4.5249], [-2.1233, 4.1842, -4.7387], [-1.6769, 4.0990, -5.8374], [-1.7379, 3.4650, -3.5282], [-1.9706, 4.0281, -2.2656], [-1.5878, 3.3349, -1.1310], [-0.9856, 2.0873, -1.2708], [-0.7747, 1.5193, -2.5214], [-1.1511, 2.2042, -3.6664], [-7.3996, 2.9689, -3.4505], [-8.2954, 3.8289, -4.7295], [-7.8919, 2.1396, -4.9490], [-4.3417, 5.6347, -6.0672], [-3.9857, 4.0148, -6.0204], [-2.4421, 4.9962, -2.1889], [-1.7473, 3.7814, -0.1622], [-0.6763, 1.5476, -0.3867], [-0.3233, 0.5429, -2.6043], [-1.0000, 1.7699, -4.6405], [-1.6246, 0.8774, -7.4470], [-2.7454, 0.6026, -6.7050], [-2.5047, -0.5384, -5.9867], [-1.1863, -0.9644, -6.2998], [-0.6705, -0.0720, -7.2024], [-1.5175, 1.6507, -8.0785], [-3.6125, 1.2391, -6.7469], [-3.1938, -1.0151, -5.3097], [-0.6779, -1.8304, -5.9112], [0.2874, -0.0355, -7.6919], [1.0204, -0.0865, 1.8961], [-0.1898, 0.1128, 2.5094], [-0.3987, -0.9310, 3.3693], [0.7286, -1.7921, 3.2730], [1.5856, -1.2439, 2.3605], [1.4334, 0.5221, 1.2148], [-0.7935, 0.9760, 2.2867], [-1.2626, -1.0598, 4.0003], [0.9008, -2.7081, 3.8136], [2.5452, -1.5807, 2.0082], [4.9859, -3.2717, 2.3044], [4.6424, -4.5565, 1.9736], [4.5763, -5.2814, 3.1318], [4.8861, -4.4002, 4.2049], [5.1312, -3.1686, 3.6636], [5.1112, -2.5226, 1.6507], [4.4758, -4.8418, 0.9493], [4.3310, -6.3272, 3.2054], [4.9220, -4.6448, 5.2527], [5.3948, -2.2316, 4.1254], [-0.8884, -4.5340, 5.4596], [-1.2352, -5.8164, 5.1312], [-1.2682, -6.5495, 6.2865], [-0.9299, -5.6734, 7.3544], [-0.7026, -4.4376, 6.8120], [-0.7857, -3.7794, 4.8076], [-1.4269, -6.0957, 4.1097], [-1.5077, -7.5967, 6.3601], [-0.8617, -5.9236, 8.3994], [-0.4255, -3.5036, 7.2696], [6.5415, 0.8916, 3.6562], [7.2853, 1.6990, 4.4727], [6.4408, 2.6147, 5.0387], [5.1337, 2.3475, 4.5471], [5.2278, 1.2782, 3.6985], [6.9047, 0.1326, 3.1111], [8.3459, 1.5533, 4.5809], [6.7259, 3.3892, 5.7301], [4.2295, 2.8790, 4.7915], [4.4771, 0.7606, 3.1253]],
  "forces_ev_per_a": [[-0.023, 0.057, -0.424], [0.247, 0.217, 0.318], [-0.360, 0.125, -0.098], [0.009, -0.442, -0.276], [-0.157, 0.192, 0.147], [0.598, 0.213, 0.034], [-0.534, -0.088, 0.176], [0.664, -0.302, -0.283], [-0.520, -0.227, -0.090], [-0.155, 0.226, 0.342], [-0.043, -0.281, -0.146], [0.087, 0.046, -0.378], [0.002, 0.035, 0.091], [-0.149, 0.176, -0.020], [0.152, 0.208, 0.255], [-0.055, 0.029, 0.109], [-0.111, 0.064, 0.172], [-0.017, -0.136, 0.092], [-0.044, 0.111, 0.100], [-0.020, 0.060, -0.182], [-0.014, 0.072, 0.056], [0.019, -0.071, 0.130], [-0.028, -0.072, 0.052], [0.025, -0.078, -0.019], [0.011, -0.043, -0.215], [0.000, -0.017, 0.099], [0.113, 0.115, -0.109], [0.019, 0.017, 0.098], [0.023, 0.000, 0.049], [-0.050, 0.078, -0.005], [0.016, -0.022, 0.017], [0.291, -0.234, -0.046], [-0.012, -0.017, -0.006], [-0.005, -0.015, -0.016], [-0.002, -0.021, -0.009], [-0.052, -0.015, 0.024], [0.060, -0.007, -0.085], [-0.027, -0.024, 0.001], [-0.053, -0.037, 0.062], [0.031, 0.040, -0.084], [0.048, 0.034, 0.040], [-0.003, 0.016, 0.036], [-0.005, 0.016, 0.009], [0.081, 0.009, 0.007], [-0.001, -0.037, 0.013], [-0.080, 0.017, 0.014], [0.018, 0.024, -0.006], [-0.029, 0.010, 0.018], [-0.027, -0.021, -0.019], [0.039, 0.073, -0.032], [0.044, -0.011, -0.027], [0.018, -0.018, -0.005], [-0.003, -0.007, 0.005], [-0.001, -0.004, 0.008], [-0.009, -0.005, 0.030], [-0.022, 0.009, 0.004], [0.016, 0.023, -0.010], [-0.004, 0.004, 0.018], [-0.009, -0.016, -0.004], [0.010, 0.014, -0.026], [-0.022, 0.006, -0.017], [0.006, -0.014, -0.005], [-0.002, -0.008, 0.003], [0.000, -0.003, 0.008], [0.013, -0.001, 0.011], [-0.047, -0.004, 0.016], [0.006, -0.013, -0.033], [-0.019, 0.007, 0.001], [-0.005, 0.015, 0.001], [0.048, -0.035, -0.064], [0.037, -0.012, 0.015], [0.007, 0.008, 0.008], [0.000, 0.003, 0.010], [-0.008, -0.005, 0.016], [-0.027, -0.006, 0.030]],
  "charge": 1,
  "relative_energy_ev": 0.000,
  "energy_ev": -184787.650,
  "homo_lumo_gap_ev": 5.5
}

***

[3]
{
  "formula": "C30H35BrIrN3O4Se",
  "method": "ωB97M-V/def2-TZVPD",
  "symbols": ["Ir", "C", "O", "C", "C", "C", "C", "C", "C", "O", "C", "O", "C", "H", "H", "H", "H", "H", "H", "H", "H", "H", "O", "C", "Br", "C", "C", "C", "N", "C", "C", "H", "H", "H", "H", "C", "C", "C", "C", "N", "C", "Se", "N", "C", "C", "C", "C", "C", "C", "C", "C", "C", "C", "H", "H", "H", "H", "H", "H", "H", "H", "H", "H", "H", "H", "H", "H", "H", "H", "H", "H", "H", "H", "H", "H"],
  "positions_angstrom": [[0.4104, -0.6847, 2.8510], [6.3480, -1.4839, -0.7494], [6.2961, -0.2172, -0.0489], [5.1835, 0.1681, 0.5159], [5.2944, 1.4742, 1.1270], [4.1984, 2.0412, 1.7764], [3.0035, 1.3635, 1.8760], [1.8834, 2.0326, 2.5946], [1.9331, 3.4948, 2.8653], [0.8936, 1.4060, 3.0022], [2.8908, 0.0198, 1.2527], [1.7943, -0.6398, 1.2646], [3.9964, -0.5289, 0.5759], [7.3228, -1.5066, -1.2218], [5.5583, -1.5176, -1.4982], [6.2506, -2.2940, -0.0282], [6.2426, 1.9891, 1.0547], [4.3147, 3.0232, 2.2105], [2.2839, 4.0570, 2.0015], [2.6242, 3.6846, 3.6921], [0.9463, 3.8368, 3.1660], [3.8761, -1.5052, 0.1322], [-2.4393, -1.8675, 2.6158], [-1.4078, -1.4236, 2.6774], [3.3558, -3.5625, 8.1500], [2.6140, -2.7226, 6.6833], [2.8209, -3.2263, 5.3982], [2.2485, -2.5763, 4.3318], [1.4956, -1.4687, 4.4868], [1.2992, -0.9792, 5.7271], [1.8391, -1.5740, 6.8425], [3.4178, -4.1124, 5.2375], [2.3844, -2.9360, 3.3197], [0.6932, -0.0853, 5.8099], [1.6594, -1.1517, 7.8208], [0.2183, 2.8438, -3.3638], [-0.7790, 1.9575, -4.1017], [-0.2581, 0.5480, -4.3688], [-0.0248, -0.2884, -3.1135], [-1.3052, -0.6473, -2.4783], [-1.8577, -0.1213, -1.3565], [-1.0355, 1.0493, -0.2008], [-3.1016, -0.6506, -1.1951], [-4.1379, -0.2651, -0.2166], [-5.2363, 0.5601, -0.8849], [-4.8063, 1.9274, -1.4050], [-4.3206, 2.8816, -0.3218], [-3.3236, -1.5531, -2.2001], [-4.4233, -2.3813, -2.4687], [-4.3056, -3.2021, -3.5586], [-3.1418, -3.2106, -4.3769], [-2.0657, -2.4013, -4.1257], [-2.1764, -1.5590, -3.0107], [-0.1017, 3.8846, -3.3807], [1.1982, 2.7986, -3.8417], [0.3397, 2.5586, -2.3164], [-1.0075, 2.4135, -5.0656], [-1.7344, 1.9129, -3.5657], [0.6918, 0.6055, -4.9057], [-0.9460, 0.0082, -5.0229], [0.5768, 0.2318, -2.3706], [0.4712, -1.2292, -3.3543], [-3.6421, 0.2741, 0.5881], [-4.5433, -1.1924, 0.1888], [-6.0415, 0.6798, -0.1563], [-5.6500, -0.0287, -1.7062], [-5.6717, 2.3754, -1.8959], [-4.0540, 1.8119, -2.1945], [-5.0451, 2.9525, 0.4912], [-4.1762, 3.8836, -0.7236], [-3.3704, 2.5759, 0.1221], [-5.3125, -2.3783, -1.8566], [-5.1207, -3.8663, -3.8099], [-3.1122, -3.8774, -5.2274], [-1.1934, -2.4091, -4.7614]],
  "forces_ev_per_a": [[-0.131, -0.022, 0.036], [0.004, 0.100, 0.085], [-0.162, -0.044, -0.063], [0.173, 0.037, 0.026], [-0.186, -0.017, 0.058], [0.144, -0.092, -0.081], [-0.086, 0.023, 0.098], [0.082, -0.271, -0.171], [-0.021, 0.048, 0.023], [-0.082, 0.144, 0.097], [-0.124, 0.284, -0.004], [0.282, -0.231, 0.097], [0.056, 0.057, -0.036], [-0.007, -0.028, 0.012], [0.016, -0.025, -0.022], [-0.005, -0.030, -0.030], [0.027, 0.012, 0.001], [0.001, 0.022, 0.003], [-0.007, 0.010, -0.011], [0.018, 0.009, 0.010], [0.011, -0.009, 0.004], [-0.009, -0.014, -0.015], [0.157, 0.037, -0.004], [-0.183, 0.079, -0.081], [0.070, -0.080, 0.135], [-0.076, 0.078, -0.147], [0.007, 0.019, 0.017], [0.009, 0.004, 0.053], [0.106, -0.081, 0.049], [0.030, 0.006, 0.006], [0.003, 0.012, -0.014], [0.000, -0.005, -0.002], [-0.011, -0.011, -0.009], [-0.011, 0.000, 0.010], [0.000, -0.005, 0.003], [-0.002, 0.046, 0.013], [0.012, -0.009, -0.053], [0.014, 0.011, 0.028], [-0.045, -0.070, -0.003], [-0.021, -0.188, -0.124], [0.053, 0.451, 0.366], [-0.116, -0.288, -0.227], [-0.017, -0.227, -0.096], [0.063, 0.024, -0.072], [-0.016, -0.053, 0.008], [-0.019, 0.029, -0.010], [0.027, 0.051, 0.044], [-0.117, 0.079, 0.128], [0.081, -0.018, -0.074], [-0.010, 0.015, 0.021], [0.014, -0.005, -0.024], [-0.099, 0.018, 0.036], [0.109, 0.075, -0.075], [-0.022, 0.003, 0.020], [0.021, 0.015, -0.024], [0.021, -0.024, -0.032], [-0.028, -0.022, -0.005], [0.016, 0.019, 0.028], [0.017, -0.007, 0.030], [0.003, 0.029, -0.034], [-0.048, 0.033, -0.018], [0.016, 0.014, 0.007], [0.001, 0.043, -0.031], [0.016, 0.004, 0.019], [0.035, -0.014, 0.035], [-0.074, 0.031, 0.009], [0.013, -0.043, -0.040], [0.043, 0.016, 0.036], [-0.045, 0.021, -0.023], [-0.011, 0.002, -0.005], [0.010, -0.046, 0.001], [-0.009, -0.005, 0.030], [-0.001, -0.010, -0.022], [-0.019, -0.015, -0.002], [0.041, -0.001, 0.000]],
  "charge": 3,
  "spin_multiplicity": 6,
  "relative_energy_ev": 0.000,
  "energy_ev": -182538.144,
  "homo_lumo_gap_ev": [7.6, 4.9]
}

***

Largest force on an atom list, top to bottom, in eV/A: 1.4; 0.8; 0.6